No. 1
ORCA calculation (ωB97M-V/def2-TZVPD) on a structure of composition C16H12N2O6Pt at a distorted geometry.

Summary:
lowest unoccupied orbital energy (alpha / beta) = -0.25574 / -0.37397 Ha
HOMO-LUMO gap (alpha / beta) = 5.4 / 5.4 eV
spin multiplicity = 3
energy above the lowest of the compared OMol25 structures with the same formula, charge and spin = 193.1 kJ/mol
net charge = +2

Last column: Löwdin spin population.
Element x y z (Å)
O: 0.05 0.05 -7.44  0.002
C: 0.13 0.04 -6.32  0.014
Pt: 0.13 0.03 -3.26  0.037
O: 2.11 -2.40 -3.29  0.059
C: 1.39 -1.53 -3.40  0.086
C: -1.01 1.59 -3.41  0.106
O: -1.64 2.55 -3.35  0.078
C: -1.35 -1.20 -3.40  0.161
O: -2.22 -1.98 -3.34  0.109
C: 1.72 1.23 -3.37  0.143
O: 2.62 1.91 -3.21  0.096
C: -1.40 0.34 3.24  0.021
N: -1.36 0.22 1.80  0.176
N: -0.23 0.10 1.09  0.169
C: -0.54 0.12 -0.23  0.070
O: 0.45 -0.05 -1.02  0.406
C: -1.95 0.31 -0.33  0.079
C: -2.41 0.38 0.96  -0.005
C: -3.78 0.60 1.47  -0.005
C: 1.09 -0.16 1.59  0.037
C: 1.29 -1.05 2.65  0.031
C: 2.59 -1.34 3.06  0.005
C: 3.68 -0.79 2.38  0.058
C: 3.48 0.09 1.31  -0.002
C: 2.18 0.42 0.92  0.041
H: -0.39 0.33 3.66  0.001
H: -1.97 -0.49 3.66  0.009
H: -1.89 1.28 3.51  0.007
H: -2.52 0.38 -1.26  0.008
H: -4.13 -0.26 2.08  -0.001
H: -3.85 1.52 2.08  -0.001
H: -4.45 0.70 0.61  0.000
H: 0.42 -1.51 3.12  0.001
H: 2.73 -2.01 3.90  0.000
H: 4.69 -1.05 2.70  0.002
H: 4.32 0.52 0.78  -0.001
H: 2.02 1.10 0.08  0.001



No. 2
ORCA calculation (ωB97M-V/def2-TZVPD) on a structure of composition C16H13As2Cl3CuF36O3Pt at a distorted geometry.

Summary:
lowest unoccupied orbital energy (alpha / beta) = -0.21374 / -0.28057 Ha
HOMO-LUMO gap (alpha / beta) = 7.3 / 5.5 eV
spin multiplicity = 3
energy above the lowest of the compared OMol25 structures with the same formula, charge and spin = 216.6 kJ/mol
net charge = +1

Last column: Löwdin spin population.
Element x y z (Å)
Pt: -0.60 1.00 2.72  1.694
Cu: 4.16 2.42 2.44  0.000
As: 0.97 4.37 3.82  0.000
F: -0.34 4.92 4.92  0.001
F: 0.31 5.40 2.56  0.001
F: 2.24 3.64 2.78  0.000
F: 1.64 3.36 5.16  0.000
F: -0.11 2.99 3.38  0.050
F: 1.91 5.81 4.34  0.000
As: 1.22 0.83 0.12  0.001
F: 1.52 1.93 -1.17  0.003
F: 2.56 1.51 1.12  0.000
F: 0.71 -0.12 1.59  0.074
F: -0.27 0.14 -0.61  -0.001
F: 2.18 -0.49 -0.62  0.004
F: 0.10 2.04 0.93  0.098
C: 3.91 -2.70 0.76  0.000
C: 4.93 -1.56 0.99  0.000
C: 4.84 -0.97 2.45  0.000
F: 5.43 0.24 2.49  0.000
F: 3.65 -0.69 2.91  0.000
F: 6.15 -2.00 0.79  0.000
F: 4.70 -0.55 0.15  0.000
O: 4.01 -3.53 1.90  0.000
C: 2.90 -4.28 2.25  0.000
C: 3.25 -5.06 3.53  0.000
F: 3.67 -4.33 4.58  0.000
F: 2.25 -5.82 3.90  0.000
F: 1.87 -3.39 2.40  0.000
F: 2.60 -5.15 1.24  0.000
H: 4.21 -3.20 -0.16  0.000
H: 2.96 -2.19 0.66  0.000
H: 5.35 -1.60 3.18  0.000
H: 4.15 -5.67 3.41  0.000
C: -1.01 0.98 -4.10  0.000
C: 0.07 1.74 -4.92  0.000
C: 1.50 1.65 -4.35  0.000
F: 1.75 0.44 -3.80  0.000
F: 2.53 1.93 -5.17  0.000
F: 0.15 1.15 -6.12  0.000
F: -0.31 2.99 -5.13  0.000
O: -2.30 0.87 -4.71  0.000
C: -3.24 0.15 -3.95  0.000
C: -4.48 0.21 -4.80  0.000
F: -5.54 -0.47 -4.31  0.000
F: -4.85 1.50 -4.96  0.000
F: -2.71 -1.07 -3.79  0.000
F: -3.46 0.71 -2.74  0.000
H: -1.06 1.52 -3.15  0.000
H: -0.56 -0.01 -4.00  0.000
H: 1.55 2.43 -3.58  0.000
H: -4.29 -0.23 -5.78  0.000
C: -3.66 0.95 1.15  0.006
C: -3.18 2.34 0.70  0.001
C: -4.33 3.17 0.07  0.000
F: -4.92 2.64 -1.01  0.000
F: -5.29 3.46 0.95  0.000
F: -2.54 3.02 1.67  0.002
F: -2.24 2.17 -0.25  0.000
O: -2.66 0.29 1.91  0.048
C: -2.70 -1.13 2.06  0.002
C: -4.09 -1.80 2.36  0.001
F: -5.06 -1.58 1.53  0.000
F: -3.93 -3.13 2.38  0.001
F: -2.16 -1.62 0.93  0.000
F: -1.82 -1.24 3.00  0.013
H: -3.97 0.38 0.27  0.000
H: -4.51 1.07 1.82  0.001
H: -3.93 4.14 -0.21  0.000
H: -4.50 -1.51 3.33  0.000
C: 0.53 -2.93 -2.83  0.000
Cl: 1.84 -3.03 -4.05  0.000
Cl: 1.01 -3.55 -1.20  0.000
Cl: -0.88 -3.95 -3.39  0.000
H: 0.20 -1.90 -2.74  0.000



No. 3
ORCA calculation (ωB97M-V/def2-TZVPD) on a structure of composition C16H13AsF5O2PtS2Se at a distorted geometry.

Summary:
lowest unoccupied orbital energy = -0.20360 Ha
HOMO-LUMO gap = 5.8 eV
energy above the lowest of the compared OMol25 structures with the same formula, charge and spin = 49.0 kJ/mol
net charge = +1

Last column: natural (NBO) charge in e.
Element x y z (Å)
Pt: 0.31 -0.50 -0.30  0.902
O: -2.69 1.91 -1.18  -0.576
C: -1.58 1.58 -0.81  0.761
O: -1.21 0.34 -1.16  -0.624
C: -0.72 2.57 -0.04  -0.166
C: -1.41 3.75 0.28  -0.139
C: -0.79 4.80 0.91  -0.212
C: 0.57 4.73 1.21  -0.145
C: 1.27 3.59 0.88  -0.235
C: 0.63 2.50 0.30  -0.186
S: 1.74 1.15 0.07  0.150
H: -2.44 3.82 -0.01  0.250
H: -1.35 5.70 1.15  0.235
H: 1.08 5.56 1.68  0.235
H: 2.33 3.54 1.10  0.232
C: -2.91 -2.32 -1.45  -0.959
As: -3.08 -1.73 0.37  1.485
C: -4.30 -0.25 0.48  -0.973
C: -3.80 -3.16 1.42  -0.957
S: -1.14 -1.33 1.30  -0.495
H: -3.84 -2.80 -1.74  0.260
H: -2.09 -3.02 -1.52  0.262
H: -2.73 -1.44 -2.06  0.279
H: -5.28 -0.61 0.18  0.258
H: -3.97 0.53 -0.20  0.295
H: -4.33 0.10 1.51  0.262
H: -4.76 -3.45 1.00  0.259
H: -3.95 -2.81 2.44  0.265
H: -3.11 -4.00 1.41  0.266
F: 6.76 -2.33 0.70  -0.259
C: 5.66 -1.97 0.07  0.303
C: 5.74 -1.16 -1.05  0.280
F: 6.92 -0.77 -1.50  -0.263
C: 4.58 -0.77 -1.70  0.346
F: 4.68 0.00 -2.77  -0.275
C: 3.33 -1.18 -1.25  -0.363
Se: 1.75 -0.72 -2.21  0.215
C: 3.28 -1.98 -0.11  0.297
F: 2.09 -2.36 0.39  -0.307
C: 4.42 -2.37 0.55  0.318
F: 4.35 -3.12 1.65  -0.276



No. 4
ORCA calculation (ωB97M-V/def2-TZVPD) on a structure of composition C16H13Br4MnN2O4S.

Summary:
lowest unoccupied orbital energy (alpha / beta) = -0.03288 / -0.00477 Ha
HOMO-LUMO gap (alpha / beta) = 6.8 / 7.7 eV
spin multiplicity = 5
energy above the lowest of the compared OMol25 structures with the same formula, charge and spin = 50.1 kJ/mol

Last column: Löwdin spin population.
Element x y z (Å)
Mn: 0.12 0.33 0.14  3.811
Br: -1.08 -5.34 3.71  0.001
C: -0.57 -3.60 3.20  0.005
C: 0.03 -2.74 4.11  0.004
Br: 0.34 -3.28 5.89  0.000
C: 0.41 -1.45 3.72  0.004
Br: 1.24 -0.22 4.88  0.000
C: 0.18 -1.04 2.42  0.006
O: 0.54 0.16 1.93  0.031
C: -0.43 -1.90 1.50  0.008
O: -0.61 -1.40 0.28  0.038
C: -0.80 -3.18 1.89  0.004
Br: -1.59 -4.28 0.57  0.000
S: 0.75 2.61 -0.01  -0.034
C: 2.21 1.89 -0.64  0.009
C: 3.32 2.62 -1.10  0.002
C: 4.41 1.94 -1.56  0.001
C: 4.41 0.54 -1.58  0.004
C: 3.29 -0.11 -1.11  0.008
N: 2.22 0.55 -0.66  0.060
H: 3.29 3.70 -1.07  0.000
H: 5.28 2.48 -1.92  0.000
H: 5.27 -0.02 -1.93  0.001
H: 3.24 -1.19 -1.07  0.000
O: -1.69 -0.03 -3.55  0.004
C: -0.68 -0.17 -2.73  0.008
O: -0.66 0.40 -1.65  0.023
C: 0.44 -1.06 -3.24  0.001
N: 0.09 -1.52 -4.59  0.000
C: 0.02 -3.00 -4.56  0.000
C: 0.93 -3.41 -3.41  0.000
C: 0.63 -2.33 -2.37  0.001
H: 1.35 -0.44 -3.25  0.000
H: 0.78 -1.21 -5.27  0.000
H: -1.39 -0.50 -4.38  0.000
H: 0.30 -3.41 -5.53  0.000
H: -1.01 -3.30 -4.35  0.000
H: 1.97 -3.37 -3.72  0.000
H: 0.72 -4.41 -3.03  0.000
H: 1.42 -2.19 -1.63  0.000
H: -0.28 -2.55 -1.81  0.000



Q: The highest energy above the lowest of the compared OMol25 structures with the same formula, charge and spin belongs to which entry?
A: C16H13As2Cl3CuF36O3Pt